(1)
C28H27BrN2O3P2Rh as an isolated structure, computed with the ωB97M-V functional and the def2-TZVPD basis.

Geometry as XYZ:
```
64
Properties=species:S:1:pos:R:3:nbo_charge:R:1
Rh 1.030 -0.840 -0.613 0.70
O 1.342 3.319 -1.244 -0.60
C 0.969 2.192 -1.488 0.79
O 1.644 1.143 -1.627 -0.71
C -0.579 1.967 -1.666 -0.83
P -0.970 0.503 -0.625 1.09
C -1.331 1.304 0.971 -0.39
C -2.578 1.877 1.200 -0.19
C -2.834 2.491 2.411 -0.20
C -1.848 2.566 3.380 -0.17
C -0.590 2.039 3.132 -0.22
C -0.335 1.397 1.935 -0.12
C -2.601 -0.078 -1.177 -0.39
C -2.991 0.020 -2.509 -0.13
C -4.221 -0.477 -2.902 -0.22
C -5.052 -1.091 -1.980 -0.17
C -4.653 -1.217 -0.659 -0.21
C -3.431 -0.718 -0.256 -0.19
H -0.736 1.752 -2.726 0.25
H -1.142 2.854 -1.363 0.27
H -3.342 1.842 0.437 0.23
H -3.812 2.910 2.594 0.23
H -2.064 3.031 4.329 0.23
H 0.184 2.119 3.878 0.22
H 0.642 0.967 1.732 0.20
H -2.342 0.479 -3.240 0.22
H -4.534 -0.367 -3.928 0.23
H -6.010 -1.473 -2.289 0.23
H -5.294 -1.696 0.065 0.23
H -3.127 -0.804 0.780 0.23
O 1.784 -4.824 -0.988 -0.54
C 1.756 -3.680 -1.207 0.78
N 1.769 -2.513 -1.452 -0.82
C 4.421 -0.971 -0.727 -0.96
P 3.186 -0.326 0.449 1.27
C 3.714 -1.071 2.040 -0.95
C 3.516 1.442 0.611 -0.33
C 4.016 2.149 -0.480 -0.16
C 4.123 3.527 -0.412 -0.17
C 3.738 4.205 0.737 -0.15
C 3.250 3.502 1.825 -0.20
C 3.126 2.125 1.762 -0.23
H 4.153 -0.645 -1.731 0.27
H 4.382 -2.060 -0.702 0.27
H 5.419 -0.622 -0.461 0.26
H 4.706 -0.700 2.287 0.27
H 3.744 -2.154 1.938 0.26
H 3.022 -0.818 2.839 0.25
H 4.319 1.627 -1.375 0.22
H 4.504 4.071 -1.262 0.23
H 3.821 5.280 0.779 0.23
H 2.947 4.027 2.717 0.22
H 2.748 1.577 2.612 0.20
Br -0.089 -2.250 1.654 0.16
C -1.170 -3.093 0.315 0.17
C -2.040 -4.117 0.628 -0.26
C -2.765 -4.658 -0.427 -0.13
C -2.584 -4.155 -1.709 -0.23
C -1.687 -3.115 -1.895 0.07
N -0.998 -2.593 -0.891 -0.51
H -2.140 -4.475 1.639 0.25
H -3.456 -5.466 -0.240 0.24
H -3.114 -4.560 -2.556 0.24
H -1.516 -2.674 -2.868 0.22
```

## Properties
- orbital gap (alpha / beta) (hartree) = 0.2412 / 0.2428
- relative energy (zero: lowest compared OMol25 entry of this formula, charge and spin) (kcal/mol) = 11.1
- charge = +1
- total energy (eV) = -130218.999
- HOMO (alpha / beta) (eV) = -11.46 / -11.46


(2)
C28H27CeN3O5S2 as an isolated structure, computed with the ωB97M-V functional and the def2-TZVPD basis.

Geometry as XYZ:
```
66
Properties=species:S:1:pos:R:3:lowdin_charge:R:1
Ce 0.278 -0.920 -0.427 0.97
O 2.481 -5.090 -1.833 0.18
C 1.858 -4.080 -1.261 -0.45
O 0.924 -3.478 -1.747 0.07
C 2.374 -3.703 0.090 -0.16
C 3.456 -4.222 0.773 0.05
C 3.744 -3.680 2.024 0.00
C 2.945 -2.679 2.555 0.05
C 1.858 -2.251 1.807 -0.15
N 1.619 -2.740 0.598 0.04
C 0.823 -1.158 2.082 -0.64
O 1.184 -0.069 2.504 0.10
O -0.338 -1.444 1.622 -0.14
H 2.097 -5.285 -2.698 0.15
H 4.049 -5.015 0.341 0.13
H 4.595 -4.047 2.582 0.12
H 3.143 -2.243 3.525 0.13
S 2.626 -0.595 -1.668 0.67
C 1.357 -0.326 -2.884 -0.72
C 1.125 -1.272 -3.887 -0.10
C 0.135 -1.066 -4.833 -0.06
C -0.635 0.090 -4.805 -0.08
C -0.401 1.044 -3.829 -0.07
C 0.586 0.847 -2.873 -0.15
H 1.738 -2.162 -3.910 0.10
H -0.028 -1.807 -5.606 0.11
H -1.390 0.255 -5.564 0.11
H -0.983 1.959 -3.815 0.12
H 0.812 1.622 -2.151 0.10
N -0.714 1.156 0.252 -0.41
S -0.515 2.745 0.406 1.11
C -1.433 3.155 1.900 -0.40
C -2.501 4.033 1.830 -0.08
C -3.226 4.301 2.984 -0.07
C -2.881 3.692 4.180 -0.06
C -1.815 2.802 4.231 -0.05
C -1.081 2.527 3.089 -0.07
C 1.165 3.072 1.038 -0.37
C 1.419 4.255 1.719 -0.08
C 2.707 4.518 2.154 -0.06
C 3.728 3.611 1.901 -0.06
C 3.464 2.441 1.206 -0.05
C 2.178 2.174 0.762 -0.10
H -0.917 0.775 1.180 0.00
H -2.763 4.507 0.893 0.11
H -4.061 4.988 2.947 0.11
H -3.444 3.909 5.078 0.11
H -1.543 2.327 5.164 0.11
H -0.254 1.829 3.126 0.11
H 0.617 4.950 1.933 0.12
H 2.911 5.430 2.699 0.11
H 4.734 3.825 2.237 0.11
H 4.257 1.733 0.999 0.12
H 1.986 1.265 0.203 0.02
C -3.097 -3.152 -0.925 0.01
N -3.579 -2.084 -1.796 -0.15
C -4.956 -2.133 -2.256 -0.02
C -2.767 -1.093 -2.115 -0.22
O -1.596 -1.012 -1.714 -0.16
H -3.743 -4.018 -1.037 0.10
H -3.107 -2.833 0.119 0.11
H -2.079 -3.419 -1.205 0.09
H -5.097 -2.959 -2.953 0.10
H -5.206 -1.202 -2.761 0.09
H -5.630 -2.264 -1.410 0.10
H -3.190 -0.332 -2.776 0.16
```

## Properties
- 2S+1 = 2
- orbital gap (alpha / beta) (hartree) = 0.2720 / 0.2728
- relative energy (zero: lowest compared OMol25 entry of this formula, charge and spin) (kcal/mol) = 15.8
- charge = +1
- total energy (eV) = -78779.140
- HOMO (alpha / beta) (eV) = -10.28 / -10.30


(3)
C28H27GeINO3Ti as an isolated structure, computed with the ωB97M-V functional and the def2-TZVPD basis.

Geometry as XYZ:
```
62
Properties=species:S:1:pos:R:3:nbo_charge:R:1
Ti -1.313 -0.961 -0.988 1.20
C 0.312 -1.723 -0.420 -0.76
Ge 0.950 -0.091 0.530 1.41
C -0.163 0.555 2.024 -0.35
C -0.958 1.696 1.993 -0.25
C -1.820 2.008 3.042 -0.22
C -1.899 1.177 4.146 -0.22
C -1.093 0.043 4.209 -0.20
C -0.239 -0.257 3.162 -0.24
C 1.025 1.462 -0.682 -0.35
C -0.121 1.987 -1.281 -0.22
C -0.089 3.069 -2.149 -0.21
C 1.131 3.661 -2.449 -0.22
C 2.291 3.158 -1.881 -0.20
C 2.235 2.076 -1.010 -0.24
C 2.684 -0.419 1.323 -0.35
C 3.394 -1.589 1.073 -0.22
C 4.630 -1.810 1.670 -0.22
C 5.170 -0.857 2.520 -0.21
C 4.473 0.317 2.775 -0.20
C 3.237 0.532 2.183 -0.24
H -0.913 2.369 1.144 0.21
H -2.429 2.902 2.989 0.21
H -2.576 1.409 4.959 0.21
H -1.137 -0.608 5.074 0.21
H 0.371 -1.153 3.234 0.21
H -1.123 1.562 -1.128 0.17
H -1.006 3.439 -2.589 0.21
H 1.177 4.509 -3.120 0.22
H 3.246 3.611 -2.113 0.21
H 3.160 1.709 -0.578 0.22
H 2.977 -2.337 0.408 0.22
H 5.168 -2.728 1.468 0.21
H 6.132 -1.029 2.985 0.21
H 4.892 1.061 3.441 0.21
H 2.700 1.448 2.408 0.22
O -2.230 -2.309 -1.751 -0.41
O -3.056 -1.063 -1.789 -0.57
I -6.195 -0.421 2.528 0.19
C -4.428 -1.408 2.133 -0.21
C -4.098 -2.604 2.753 -0.19
C -2.877 -3.189 2.463 -0.19
C -2.026 -2.563 1.572 0.07
N -2.354 -1.427 0.951 -0.46
C -3.530 -0.870 1.226 0.05
H -4.782 -3.064 3.454 0.23
H -2.573 -4.120 2.920 0.22
H -1.054 -2.967 1.320 0.24
H -3.771 0.044 0.700 0.21
C 0.887 -0.062 -4.768 -0.43
C -0.544 -0.038 -5.325 -0.44
C -1.435 -0.252 -4.094 -0.06
O -0.524 -0.371 -2.970 -0.56
C 0.736 -0.846 -3.485 -0.06
H 1.222 0.948 -4.530 0.21
H 1.606 -0.513 -5.450 0.22
H -0.700 -0.839 -6.046 0.21
H -0.764 0.903 -5.826 0.22
H -2.030 -1.163 -4.133 0.21
H -2.097 0.581 -3.868 0.20
H 0.655 -1.926 -3.637 0.19
H 1.481 -0.656 -2.717 0.22
```

## Properties
- 2S+1 = 2
- orbital gap (alpha / beta) (hartree) = 0.2830 / 0.2480
- total energy (eV) = -124833.030
- HOMO (alpha / beta) (eV) = -7.50 / -7.01